A 2-piece molecular cluster, C26H25BF3N4O8 overall. Source: the OMol25 dataset; level of theory: wB97M-V/def2-TZVPD.

Last column: Löwdin charge in e.
Element x y z (Å)
C (-4.04943, 3.09379, 3.23564)  -0.0479
C (-2.62330, 3.52295, 3.55592)  -0.5090
C (-2.68691, 4.89197, 4.20021)  -0.0649
C (-2.00249, 2.53503, 4.58154)  -0.1081
O (-1.23795, 1.47904, 4.01632)  0.1003
B (-0.50625, 1.75636, 2.88971)  -0.5761
C (0.85287, 1.03798, 2.64913)  -0.0557
C (1.44416, 0.21409, 3.63263)  -0.0031
C (2.83375, 0.10817, 3.66115)  -0.0140
C (3.56989, 0.70168, 2.63237)  -0.1407
C (5.03414, 1.00469, 2.85861)  -0.5153
F (5.57496, 1.69915, 1.81701)  0.1095
F (5.18383, 1.78005, 3.98376)  0.1070
F (5.78120, -0.12972, 3.04470)  0.1095
C (2.94188, 1.06486, 1.44438)  -0.0055
C (1.54918, 1.17620, 1.43623)  0.0054
C (-2.36066, -2.07513, 0.53492)  -0.3019
C (-3.75236, -1.45650, 0.80878)  -0.0251
C (-1.50431, -2.60408, 1.68754)  -0.1671
C (-0.17525, -3.02047, 1.43806)  -0.0415
C (0.63769, -3.50762, 2.44800)  -0.0981
C (0.15650, -3.59376, 3.76047)  -0.1112
C (-1.16799, -3.20438, 4.00906)  -0.0954
C (-2.00353, -2.73678, 2.98446)  -0.0433
O (-0.99558, 2.55779, 1.89478)  0.1056
C (-1.80813, 3.67632, 2.23036)  -0.0969
H (-4.05850, 2.11068, 2.74034)  0.0981
H (-4.61928, 3.03176, 4.17647)  0.0885
H (-4.51339, 3.83808, 2.56841)  0.0899
H (-1.67688, 5.22811, 4.42873)  0.0856
H (-3.14443, 5.60729, 3.51357)  0.0922
H (-3.26058, 4.84667, 5.12637)  0.0908
H (-1.33164, 3.08088, 5.26355)  0.1339
H (-2.79588, 2.06099, 5.17347)  0.1353
H (0.81914, -0.27389, 4.39113)  0.1248
H (3.32312, -0.38495, 4.49701)  0.1225
H (3.51208, 1.31190, 0.55622)  0.1183
H (1.01064, 1.43261, 0.51974)  0.1276
H (-1.73334, -1.17971, 0.20337)  0.0912
H (-4.07856, -0.78694, -0.01620)  0.0899
H (-4.47291, -2.27848, 0.92573)  0.0840
H (-3.74596, -0.81772, 1.70545)  0.0704
H (0.20422, -2.99943, 0.41375)  0.1108
H (1.66077, -3.78850, 2.20555)  0.0978
H (0.81405, -3.98256, 4.54993)  0.0947
H (-1.53666, -3.24794, 5.03674)  0.0933
H (-3.04720, -2.47500, 3.18071)  0.1062
H (-2.48714, 3.86317, 1.38324)  0.1394
H (-1.12295, 4.53270, 2.32533)  0.1311
O (-6.69479, -4.36065, -3.18459)  0.0212
N (-5.80386, -3.51418, -3.38196)  -0.3486
O (-5.79191, -2.75906, -4.38582)  -0.0177
C (-4.68008, -3.37239, -2.45660)  -0.0981
C (-3.82427, -2.26418, -2.64247)  0.0708
C (-2.67712, -2.06835, -1.89112)  -0.1122
N (-1.92135, -0.85018, -1.97917)  -0.3079
O (-2.01079, -0.07329, -2.93400)  0.0253
O (-1.09802, -0.58098, -1.01919)  -0.0443
C (-2.33422, -2.94513, -0.67617)  -0.1637
C (-3.24967, -4.11827, -0.61311)  -0.0743
N (-3.14296, -5.18227, 0.26116)  -0.1518
O (-2.39879, -5.50214, 1.17125)  0.0422
O (-4.26998, -6.02519, -0.09765)  -0.0147
N (-5.02322, -5.48031, -1.09265)  0.1174
C (-4.35418, -4.31363, -1.42108)  -0.1636
H (-4.12625, -1.43474, -3.28257)  0.1309
H (-1.32940, -3.36446, -0.88946)  0.1562

**Max |F|**: 0.078 Eh/bohr
**Net charge**: -1
**E_LUMO**: 1.84 eV